Record 1
Below is a structure of composition C14H32NO3P2SiSn at a distorted geometry, with properties calculated with ωB97M-V/def2-TZVPD.

* energy relative to the best compared isomer or geometry (same formula, charge and spin): 0.0 kJ/mol
* Kohn-Sham gap: 0.1847 hartree
* HOMO: -17.97 eV
* charge: +3

```
54
C14H32NO3P2SiSn | the OMol25 dataset | ωB97M-V/def2-TZVPD
Sn 0.310 0.291 -0.055
P 1.246 -1.776 1.012
P -1.336 1.311 -1.665
Si 1.073 2.778 2.043
O 2.406 -0.908 -2.923
O 1.078 -3.465 -2.714
O 0.145 1.506 1.562
N -1.523 -1.335 -0.171
C 0.886 -1.767 2.799
C -2.678 -0.996 -0.787
C -1.096 0.919 -3.418
C 2.959 -2.287 0.751
C -1.654 3.087 -1.514
C 0.989 4.234 0.837
C -2.902 0.444 -1.222
C -3.472 -3.266 -0.660
C 0.261 3.241 3.671
C -1.243 -2.647 0.012
C 0.190 -3.075 0.251
C -2.214 -3.634 -0.193
C 2.900 2.378 2.320
C -3.696 -1.926 -0.961
H 3.116 -3.306 1.133
H 3.457 2.236 1.380
H 0.309 2.387 4.361
H 1.366 5.132 1.355
H -4.250 -4.007 -0.820
H 3.649 -1.608 1.268
H 1.771 -0.854 -3.653
H -0.803 3.457 3.492
H 0.217 -3.963 0.895
H -3.354 1.034 -0.406
H 0.611 -3.422 -0.705
H -3.578 0.536 -2.092
H 1.648 -2.680 -2.619
H 0.744 4.115 4.129
H 1.263 -2.698 3.251
H -0.198 -1.704 2.967
H -1.998 1.203 -3.981
H 3.207 -2.269 -0.318
H -2.470 3.381 -2.193
H 3.369 3.219 2.861
H -0.744 3.654 -1.763
H -1.937 3.335 -0.480
H 1.345 -0.914 3.324
H 1.609 4.079 -0.059
H -0.915 -0.156 -3.554
H -0.229 1.467 -3.812
H -0.043 4.436 0.515
H 3.028 1.475 2.936
H -4.647 -1.548 -1.326
H 2.067 -0.249 -2.298
H 1.713 -4.197 -2.762
H -1.951 -4.677 -0.001
```

=====

Record 2
Below is a cluster of 4 separate species, C14H32O11PS in total, with properties calculated with ωB97M-V/def2-TZVPD.

* Kohn-Sham gap: 0.2793 hartree
* HOMO: -11.90 eV
* charge: +1

```
59
C14H32O11PS | the OMol25 dataset | ωB97M-V/def2-TZVPD
S -3.876 -5.916 2.884
P -4.850 -7.066 4.508
O -1.350 -0.580 -0.318
O 6.223 3.812 -1.047
O 0.134 3.311 -1.490
O 4.705 2.566 0.077
O -0.757 -2.595 0.525
O -6.107 -6.172 4.981
O -1.721 3.340 -2.773
O -2.442 -2.333 -0.952
O -0.916 5.220 -2.087
O 4.436 3.177 -2.079
O -4.769 -5.873 1.540
C 3.189 2.473 -2.076
C -0.747 3.907 -2.063
C 5.091 3.128 -0.919
C 1.057 -0.120 -0.276
C 7.837 2.519 0.261
C 0.099 5.995 -1.408
C -5.579 -8.323 3.396
C -1.430 -1.891 -0.188
C -0.272 0.065 0.411
C -1.651 1.913 -2.858
C 1.363 6.109 -2.227
C -3.883 -4.229 3.497
C 7.080 3.819 0.113
C -2.548 -3.754 -1.010
H -5.407 -5.144 1.514
H -0.560 1.114 0.422
H 3.370 1.403 -1.973
H 1.814 0.462 0.252
H -6.668 -5.722 4.339
H 0.999 0.254 -1.299
H -2.549 1.611 -3.387
H -5.010 -8.459 2.476
H -5.579 -9.267 3.943
H -3.002 -3.726 3.102
H -0.264 -0.312 1.433
H -6.601 -8.049 3.138
H 6.480 4.038 0.995
H -2.518 -4.169 -0.003
H -0.369 6.966 -1.267
H 0.287 5.549 -0.432
H 1.836 5.138 -2.361
H -4.789 -3.725 3.157
H -3.865 -4.264 4.585
H 2.537 2.817 -1.279
H -1.626 1.464 -1.867
H 2.069 6.764 -1.716
H 2.733 2.680 -3.039
H 7.156 1.692 0.450
H -3.500 -3.961 -1.491
H 1.147 6.535 -3.207
H 1.366 -1.164 -0.292
H -1.737 -4.187 -1.592
H 8.412 2.308 -0.641
H 8.529 2.595 1.101
H 7.757 4.651 -0.068
H -0.765 1.609 -3.415
```

=====

Record 3
Below is a structure of composition C14H32P2S4Tc, with properties calculated with ωB97M-V/def2-TZVPD.

* ⟨S²⟩: 0.7659
* energy relative to the best compared isomer or geometry (same formula, charge and spin): 0.0 kJ/mol
* multiplicity: 2
* Kohn-Sham gap (alpha / beta): 0.2466 / 0.2551 hartree
* HOMO (alpha / beta): -22.55 / -22.44 eV
* charge: +4

```
53
C14H32P2S4Tc | the OMol25 dataset | ωB97M-V/def2-TZVPD
Tc -0.075 -0.125 0.119
S 1.558 0.531 -1.412
S -1.034 -1.834 1.234
S -0.844 -1.469 -1.804
S 1.884 -0.946 1.370
P 0.291 1.970 1.498
P -1.882 1.461 -0.746
C 3.218 0.071 -0.783
C -1.487 2.159 -2.366
C 1.981 2.571 1.695
C -2.067 2.850 0.419
C -0.692 3.356 0.846
C 1.331 -0.358 -2.998
C -0.348 1.565 3.145
C -1.909 -3.042 0.164
C -3.504 0.678 -0.885
C 1.503 -2.664 1.871
C -1.184 -3.156 -1.166
C 3.181 -1.164 0.097
C 0.081 -2.713 2.396
C 0.661 -1.702 -2.807
H 0.268 0.800 3.619
H -4.227 1.451 -1.164
H 3.568 0.949 -0.240
H -1.471 1.377 -3.126
H 2.391 2.891 0.736
H -3.818 0.254 0.070
H 1.647 -3.320 1.012
H -2.283 2.860 -2.635
H 0.738 0.315 -3.618
H 2.624 1.829 2.168
H 2.972 -2.074 -0.465
H -3.515 -0.085 -1.663
H -1.959 -3.996 0.693
H -2.923 -2.654 0.060
H 2.313 -0.455 -3.465
H -0.285 -3.735 2.511
H 3.873 -0.063 -1.646
H -0.539 2.697 -2.361
H -0.148 3.811 0.013
H -2.648 3.637 -0.071
H -0.237 -3.689 -1.073
H -2.659 2.513 1.275
H -1.387 1.234 3.109
H 1.952 3.449 2.348
H 4.133 -1.282 0.620
H 1.309 -2.429 -2.316
H 0.346 -2.107 -3.772
H 2.209 -2.944 2.657
H -0.770 4.120 1.626
H -0.294 2.468 3.761
H -0.035 -2.196 3.350
H -1.811 -3.666 -1.900
```

=====

Record 4
Below is a cluster of 2 separate species, C14H33Cl3O2P in total at a distorted geometry, with properties calculated with ωB97M-V/def2-TZVPD.

* Kohn-Sham gap: 0.2472 hartree
* HOMO: -4.23 eV
* charge: -1

```
53
C14H33Cl3O2P | the OMol25 dataset | ωB97M-V/def2-TZVPD
Cl -2.513 5.058 2.094
Cl 0.789 4.305 1.673
Cl -2.714 -2.308 2.009
P -1.567 -0.716 0.846
O -0.176 -1.785 0.857
O -2.428 -0.628 -1.808
C -1.140 6.189 2.130
C 3.075 0.192 0.994
C -1.436 1.949 -0.284
C 2.435 -3.479 2.109
C -0.623 0.674 -0.047
C -3.136 -2.336 -4.467
C 0.814 -1.544 1.820
C -1.739 -0.783 -3.017
C -2.138 -1.571 -0.769
C 4.502 -1.797 0.585
C 3.355 -1.229 1.460
C -2.708 -0.882 -4.199
C 2.147 -2.165 1.344
C -0.044 5.795 1.173
H 3.724 -1.229 2.483
H -1.403 2.570 0.600
H 2.702 0.798 1.815
H -4.214 -2.447 -4.487
H 4.470 -2.878 0.511
H -1.067 0.070 -3.163
H -1.242 -0.197 2.144
H -2.721 -2.699 -5.400
H 0.524 -2.046 2.748
H -2.158 -0.509 -5.057
H -0.771 6.233 3.152
H 0.707 6.584 1.139
H -2.779 -2.997 -3.685
H 0.234 0.987 0.544
H -1.383 -2.301 -1.053
H -1.527 7.170 1.855
H 4.356 -1.417 -0.424
H 2.117 -4.329 1.516
H 3.986 0.675 0.651
H -1.112 -1.674 -3.034
H -0.430 5.637 0.169
H -0.204 0.332 -0.989
H 2.353 0.223 0.186
H 1.959 -3.483 3.082
H 0.926 -0.484 2.058
H 5.476 -1.455 0.922
H -0.933 2.524 -1.065
H -3.048 -2.120 -0.555
H -3.580 -0.273 -4.001
H -2.452 1.738 -0.589
H 3.502 -3.595 2.280
H 2.006 -2.432 0.302
H -2.771 0.083 0.840
```

=====

no.,M (u)
1,471.2
2,439.4
3,488.6
4,370.7